Record 1
Molecular formula: C36H82BFN5O9PS
Method: DFT, the ωB97M-V functional and the def2-TZVPD basis

Last column: Mulliken charge in e.
Element x y z (Å)
C 0.70 5.83 -1.60  -0.916
C 1.92 5.26 -2.50  -0.420
C 2.64 3.99 -1.80  0.183
C 3.16 2.97 -2.92  -0.900
N 3.76 1.70 -2.41  0.072
C 2.85 0.91 -1.54  -0.012
S 2.86 1.26 0.31  1.791
O 3.30 0.10 1.14  -0.449
O 1.43 1.61 0.68  -0.580
F 3.90 2.54 0.71  -0.319
C 1.28 0.80 -1.84  -1.012
O 0.44 1.59 -2.26  -0.536
O 0.93 -0.53 -1.40  0.192
C 1.96 -1.55 -1.72  0.239
C 1.36 -2.12 -3.12  -1.045
C -0.18 -2.59 -2.98  -0.541
C -1.25 -1.48 -3.44  -0.154
C -2.17 -0.92 -2.25  -0.485
C -3.18 -2.01 -1.63  -0.428
C -4.47 -1.18 -1.08  -0.655
C -4.20 -0.48 0.34  -0.516
O -3.28 0.64 0.27  -0.168
C -3.95 1.84 -0.17  -0.719
P 2.01 -2.93 -0.45  0.778
O 3.10 -2.84 0.61  -0.646
O 1.95 -4.42 -1.27  -0.519
O 0.51 -2.84 0.41  -0.554
C 3.23 -0.61 -2.01  0.273
B 4.75 -1.14 -1.80  0.335
O 5.53 -1.48 -2.99  -0.636
N 5.47 -1.28 -0.49  0.224
C 6.46 -2.39 -0.50  -0.895
C 6.24 -0.05 -0.15  -0.765
H 0.79 6.96 -1.44  0.297
H -0.32 5.67 -2.11  0.226
H 0.64 5.34 -0.57  0.234
H 1.47 4.97 -3.51  0.277
H 2.70 6.09 -2.59  0.340
H 3.45 4.30 -1.07  0.231
H 1.80 3.47 -1.20  -0.048
H 2.37 2.72 -3.72  0.334
H 4.01 3.51 -3.48  0.375
H 4.62 1.92 -1.88  0.532
H 1.35 -1.30 -3.94  0.432
H 1.99 -3.01 -3.49  0.511
H -0.46 -2.97 -1.94  0.318
H -0.31 -3.49 -3.69  0.227
H -0.72 -0.55 -3.88  0.181
H -1.94 -1.92 -4.24  0.206
H -1.59 -0.46 -1.38  -0.211
H -2.81 -0.06 -2.69  0.424
H -3.49 -2.80 -2.40  0.292
H -2.70 -2.58 -0.74  0.202
H -4.78 -0.44 -1.88  0.284
H -5.35 -1.90 -0.93  0.336
H -5.21 -0.06 0.70  0.347
H -3.76 -1.20 1.13  0.293
H -4.26 2.52 0.71  0.226
H -3.23 2.49 -0.80  0.150
H -4.86 1.66 -0.83  0.343
H 1.14 -4.91 -0.99  0.356
H 0.53 -1.91 0.75  0.322
H 3.18 -0.50 -3.16  -0.087
H 6.37 -0.97 -2.95  0.326
H 7.33 -2.13 -1.22  0.336
H 6.93 -2.42 0.55  0.269
H 5.96 -3.37 -0.79  0.202
H 7.24 0.00 -0.73  0.340
H 5.66 0.92 -0.24  0.111
H 6.54 -0.15 0.97  0.229
C 4.26 2.33 4.14  -1.057
C 3.64 1.95 5.48  -0.423
N 2.20 2.17 5.53  0.183
C 1.65 2.10 6.87  -0.635
C 1.72 0.75 7.60  -0.985
C 1.41 1.51 4.49  -0.570
C 1.51 -0.01 4.37  -0.763
H 4.01 3.36 3.87  0.311
H 5.35 2.26 4.21  0.486
H 3.94 1.67 3.34  -0.086
H 4.12 2.56 6.24  0.475
H 3.90 0.90 5.71  0.276
H 0.60 2.43 6.85  0.302
H 2.16 2.84 7.49  0.384
H 1.01 0.04 7.20  0.134
H 1.47 0.89 8.66  0.405
H 2.72 0.31 7.56  0.355
H 1.69 1.95 3.52  0.222
H 0.35 1.78 4.61  0.226
H 2.55 -0.36 4.39  0.329
H 1.09 -0.33 3.41  0.059
H 0.95 -0.52 5.15  0.317
C -2.77 0.46 5.12  -1.116
C -3.68 1.50 5.77  -0.364
N -4.17 1.11 7.09  0.075
C -5.26 1.94 7.58  -0.732
C -4.97 3.42 7.84  -0.942
C -3.14 0.78 8.08  -0.797
C -2.09 1.84 8.40  -0.617
H -3.25 -0.52 5.09  0.352
H -2.55 0.76 4.09  0.444
H -1.82 0.37 5.65  -0.023
H -4.54 1.63 5.10  0.510
H -3.16 2.46 5.80  0.187
H -5.68 1.50 8.49  0.361
H -6.08 1.88 6.85  0.407
H -4.38 3.56 8.74  0.230
H -5.91 3.96 7.98  0.395
H -4.45 3.89 7.00  0.267
H -2.62 -0.12 7.74  0.340
H -3.63 0.47 9.01  0.383
H -1.68 2.30 7.50  0.106
H -1.26 1.38 8.94  0.314
H -2.49 2.63 9.04  0.253
C -0.90 -1.67 -7.49  -1.496
C -1.46 -3.05 -7.21  -0.023
N -2.86 -3.21 -7.60  0.131
C -3.48 -4.41 -7.06  -0.526
C -2.93 -5.76 -7.52  -0.996
C -3.17 -2.91 -9.00  -0.684
C -2.42 -3.70 -10.08  -0.952
H -1.53 -0.89 -7.04  0.289
H 0.10 -1.58 -7.06  0.374
H -0.82 -1.47 -8.56  0.423
H -1.38 -3.21 -6.13  0.120
H -0.82 -3.80 -7.69  0.290
H -4.56 -4.38 -7.26  0.380
H -3.40 -4.37 -5.97  0.195
H -3.23 -6.00 -8.54  0.220
H -3.34 -6.56 -6.88  0.426
H -1.84 -5.81 -7.45  0.258
H -2.99 -1.85 -9.17  0.367
H -4.25 -3.03 -9.16  0.365
H -1.35 -3.74 -9.89  0.252
H -2.56 -3.20 -11.04  0.370
H -2.80 -4.71 -10.18  0.260

Results
Net charge: 0
Spin multiplicity: 1
Total energy: -3235.92790 Eh
Structure (SMILES): CCCCN[C@@]1(S(=O)(=O)F)C(=O)O[C@](CCCCCCCOC)(P(=O)(O)O)[C@@H]1B(O)N(C)C.CCN(CC)CC.CCN(CC)CC.CCN(CC)CC
HOMO energy: -7.73 eV
HOMO-LUMO gap: 6.890 eV

***

Record 2
Molecular formula: C36H82ClN3O16P3S3
Method: DFT, the ωB97M-V functional and the def2-TZVPD basis

Last column: Mulliken charge in e.
Element x y z (Å)
C -4.94 7.95 -1.90  -0.498
C -4.01 7.10 -2.71  -0.015
C -2.69 7.69 -3.53  0.449
O -2.88 8.72 -4.36  -0.486
O -1.41 7.00 -3.30  -0.314
C -0.40 7.93 -2.72  -0.552
C -0.19 7.62 -1.09  -0.557
C 0.45 6.11 -0.81  0.363
C 1.98 6.18 -0.23  -1.000
C 2.23 5.18 1.08  -0.483
C 2.93 3.81 0.58  -0.974
C 2.24 2.36 0.95  0.661
C 0.61 2.46 0.85  -0.340
O -0.04 1.62 -0.17  0.062
C -1.03 2.36 -0.96  -0.110
C -1.55 1.45 -2.27  -0.552
C -1.92 -0.10 -1.88  -0.660
C 2.77 1.74 2.42  -0.672
P 2.92 3.09 3.74  0.285
S 3.96 2.61 5.35  -0.288
N 1.89 0.56 2.68  1.101
P 1.72 0.00 4.33  0.519
O 1.00 1.03 5.34  -0.733
O 0.66 -1.42 4.50  -0.424
O 3.21 -0.55 5.11  -0.458
C 1.99 -0.52 1.63  0.092
S 3.00 -2.04 2.20  -0.121
P 0.24 -1.30 1.25  -0.113
O -1.02 -0.51 2.15  -0.516
O 0.24 -3.02 1.40  0.134
C 2.66 -0.07 0.20  -0.073
S 4.40 -0.91 0.18  -0.291
C 1.98 -0.84 -1.13  -0.342
C 2.89 -0.68 -2.50  -0.565
C 3.49 -2.15 -3.04  -0.358
Cl 2.46 -2.68 -4.50  -0.232
N 2.89 1.38 -0.04  -0.194
N 4.22 1.58 -0.31  -0.696
H -6.09 7.69 -1.79  0.159
H -4.53 8.89 -1.32  0.228
H -4.25 5.94 -2.77  0.218
H -0.82 9.02 -2.78  0.348
H 0.61 7.84 -3.32  0.296
H -1.23 7.67 -0.54  0.228
H 0.52 8.49 -0.71  0.359
H -0.31 5.57 -0.10  -0.152
H 0.47 5.57 -1.85  0.154
H 2.77 6.01 -1.08  0.269
H 2.17 7.28 0.19  0.465
H 1.25 5.05 1.73  0.331
H 2.99 5.78 1.78  0.485
H 2.98 3.88 -0.61  0.237
H 4.02 3.81 1.07  0.323
H 0.04 2.21 1.87  0.234
H 0.18 3.54 0.57  -0.407
H -0.60 3.36 -1.46  -0.021
H -1.99 2.55 -0.31  0.177
H -2.50 1.93 -2.78  0.382
H -0.64 1.48 -3.03  0.227
H -3.08 -0.34 -1.97  0.361
H -1.61 -0.43 -0.80  0.007
H -1.41 -0.79 -2.70  0.184
H 3.87 1.28 2.33  0.476
H 1.61 3.64 4.06  0.142
H 3.69 4.23 3.22  0.104
H 0.98 -1.98 5.27  0.257
H 3.13 -1.52 5.37  0.298
H 2.25 -2.87 3.04  0.121
H -1.47 0.18 1.55  0.380
H -0.18 -3.36 2.24  0.157
H 4.30 -2.19 -0.37  0.213
H 2.02 -2.00 -0.88  0.454
H 0.92 -0.44 -1.40  -0.461
H 2.16 -0.32 -3.37  0.433
H 3.74 0.12 -2.44  0.085
H 4.64 -2.06 -3.33  0.378
H 3.42 -2.99 -2.24  0.206
H 2.41 1.60 -0.97  0.931
H 4.36 2.16 -1.17  0.293
H 4.82 1.87 0.48  0.284
C 4.86 -6.01 -9.28  -0.736
O 5.40 -6.67 -8.14  -0.378
C 6.74 -6.25 -7.86  -0.482
C 6.77 -5.24 -6.71  -0.501
O 6.13 -4.01 -7.08  -0.384
C 4.81 -3.92 -6.56  -0.519
H 3.78 -6.18 -9.29  0.245
H 5.04 -4.93 -9.26  0.324
H 5.29 -6.44 -10.19  0.329
H 7.22 -5.85 -8.75  0.317
H 7.29 -7.14 -7.55  0.367
H 7.81 -5.00 -6.48  0.384
H 6.31 -5.66 -5.80  0.305
H 4.84 -3.68 -5.50  0.038
H 4.24 -4.84 -6.71  0.369
H 4.30 -3.10 -7.09  0.318
C -0.65 -9.16 0.71  -0.687
O -1.69 -8.25 1.03  -0.390
C -1.50 -7.64 2.31  -0.776
C -0.93 -6.22 2.17  0.003
O 0.41 -6.25 1.65  -0.414
C 0.45 -5.94 0.26  -0.543
H -0.71 -9.39 -0.36  0.246
H 0.34 -8.75 0.92  0.288
H -0.79 -10.09 1.27  0.332
H -0.87 -8.26 2.95  0.376
H -2.49 -7.57 2.78  0.346
H -0.86 -5.77 3.17  0.193
H -1.57 -5.59 1.55  0.301
H 0.32 -4.87 0.12  0.096
H -0.33 -6.48 -0.31  0.365
H 1.43 -6.24 -0.13  0.259
C -4.16 -3.54 3.93  -0.814
O -2.86 -3.78 4.46  -0.188
C -2.35 -2.64 5.16  0.754
C -2.49 -2.82 6.67  -0.754
O -3.87 -2.82 7.07  -0.391
C -4.35 -4.14 7.30  -0.648
H -4.59 -4.50 3.63  0.231
H -4.82 -3.07 4.66  0.390
H -4.08 -2.91 3.03  0.273
H -2.83 -1.72 4.82  0.335
H -1.28 -2.57 4.92  -0.675
H -2.02 -1.96 7.17  0.386
H -1.98 -3.72 7.02  0.382
H -3.99 -4.50 8.26  0.332
H -4.06 -4.84 6.51  0.232
H -5.45 -4.10 7.33  0.243
C -4.46 4.17 -0.15  -0.939
O -5.44 5.20 0.03  -0.298
C -6.75 4.78 -0.36  -0.372
C -7.59 4.40 0.86  -0.623
O -7.08 3.24 1.51  -0.370
C -6.32 3.56 2.67  -0.667
H -3.56 4.46 0.40  0.320
H -4.81 3.21 0.23  0.495
H -4.22 4.08 -1.21  0.279
H -6.69 3.95 -1.08  0.310
H -7.22 5.63 -0.86  0.344
H -8.61 4.15 0.52  0.386
H -7.67 5.24 1.56  0.334
H -7.00 3.82 3.49  0.334
H -5.62 4.38 2.49  0.271
H -5.75 2.67 2.96  0.224

Results
Net charge: +1
Spin multiplicity: 1
Total energy: -5466.81974 Eh
HOMO energy: -10.54 eV
HOMO-LUMO gap: 7.277 eV